No. 1
# C5H8N2

One molecule with the formula C5H8N2 (ωB97M-V with the def2-TZVPD basis set, the OMol25 dataset).

As for the HOMO energy: -7.49 eV. The energy above the lowest of the compared OMol25 structures with the same formula, charge and spin comes out at 92.5 kcal/mol. Its total charge is 0. The calculation puts the lowest unoccupied orbital energy at 0.4548 eV. The orbital gap is 7.94 eV. Its SMILES is CN1C=C=CN1C.

Structure (XYZ):
```
15
Properties=species:S:1:pos:R:3:nbo_charge:R:1
C -1.81 -0.47 0.36 -0.41
N -0.53 -0.27 -0.29 -0.20
C -0.23 -0.54 -1.59 0.05
C 0.86 0.17 -2.13 -0.42
C 1.15 0.92 -1.01 -0.03
N 0.37 0.69 0.13 -0.24
C 1.21 0.27 1.27 -0.42
H -2.44 0.42 0.29 0.21
H -1.68 -0.73 1.42 0.21
H -2.31 -1.30 -0.15 0.22
H -0.87 -1.28 -2.07 0.20
H 1.94 1.66 -0.84 0.19
H 2.20 0.73 1.16 0.22
H 1.36 -0.82 1.20 0.21
H 0.79 0.55 2.23 0.20
```

***

No. 2
# C19H17MnO4P

C19H17MnO4P as an isolated structure at a distorted geometry (ωB97M-V with the def2-TZVPD basis set, the OMol25 dataset).

As for the HOMO energy (spin up / spin down): -17.59 / -17.59 eV. Its total charge is +3. The calculation puts the lowest unoccupied orbital energy (spin up / spin down) at -10.4488 / -14.7875 eV. Its spin multiplicity is 5. The orbital gap (spin up / spin down) is 7.15 / 2.80 eV.

Structure (XYZ):
```
42
Properties=species:S:1:pos:R:3:nbo_charge:R:1
Mn 0.17 -0.12 -0.11 -0.32
C 1.69 0.13 0.89 0.58
O 2.55 0.36 1.64 -0.34
C -0.59 -0.67 1.44 0.62
O -1.14 -1.17 2.34 -0.37
C -0.68 -1.59 -0.77 0.57
O -1.25 -2.53 -1.15 -0.38
C -0.80 1.43 -0.01 0.53
O -1.42 2.42 0.06 -0.39
C -4.12 0.26 -1.56 0.00
H -4.12 1.34 -1.77 0.24
H -3.98 -0.42 -2.41 0.24
C -4.44 -0.20 -0.33 0.01
H -4.55 -1.28 -0.14 0.25
H -4.72 0.48 0.48 0.25
C 1.03 -0.70 -3.37 -0.94
P 1.78 -0.20 -1.80 1.00
C 3.12 -1.44 -1.61 -0.31
C 3.12 -2.30 -0.49 -0.22
C 4.11 -3.27 -0.37 -0.18
C 5.12 -3.41 -1.32 -0.13
C 5.11 -2.56 -2.43 -0.16
C 4.11 -1.60 -2.59 -0.25
C 2.55 1.44 -2.16 -0.32
C 3.90 1.61 -2.50 0.01
C 4.39 2.88 -2.85 -0.02
C 3.56 4.01 -2.79 -0.22
C 2.21 3.84 -2.45 0.01
C 1.71 2.57 -2.14 -0.06
H 1.78 -0.70 -4.17 0.27
H 0.58 -1.70 -3.30 0.28
H 0.24 0.01 -3.62 0.24
H 2.33 -2.23 0.26 0.21
H 4.07 -3.94 0.49 0.25
H 5.89 -4.17 -1.20 0.26
H 5.89 -2.66 -3.19 0.25
H 4.10 -0.98 -3.49 0.21
H 4.58 0.77 -2.54 0.27
H 5.43 2.99 -3.16 0.28
H 3.94 5.00 -3.05 0.29
H 1.55 4.70 -2.41 0.27
H 0.64 2.45 -1.93 0.23
```

***

No. 3
# C8H7FN4O2

C8H7FN4O2 as an isolated structure at a distorted geometry (ωB97M-V with the def2-TZVPD basis set, the OMol25 dataset).

As for the HOMO energy: -9.09 eV. The energy above the lowest of the compared OMol25 structures with the same formula, charge and spin comes out at 98.1 kcal/mol. Its total charge is 0. The calculation puts the lowest unoccupied orbital energy at -1.2913 eV. The orbital gap is 7.80 eV.

Structure (XYZ):
```
22
Properties=species:S:1:pos:R:3:nbo_charge:R:1
C -3.21 0.78 -0.14 -0.23
C -2.65 1.72 0.65 -0.23
C 0.10 -2.10 -0.42 0.12
C -2.21 -0.33 -0.34 0.66
C -1.22 1.35 0.84 0.66
C 0.11 -0.73 0.24 0.16
C 1.41 0.11 0.10 -0.46
C 2.63 -0.79 -0.44 0.06
N -0.07 -3.07 0.41 -0.28
N 0.13 -1.54 1.94 -0.08
N -0.05 -2.69 1.72 -0.01
N -1.04 0.06 0.28 -0.51
O -2.34 -1.45 -0.82 -0.53
O -0.42 1.95 1.51 -0.50
F 3.75 -0.07 -0.52 -0.34
H -4.17 0.65 -0.51 0.24
H -3.04 2.68 1.11 0.26
H 0.33 -2.31 -1.39 0.22
H 1.38 0.82 -0.64 0.21
H 1.51 0.60 1.12 0.27
H 2.70 -1.43 0.43 0.16
H 2.48 -1.34 -1.29 0.16
```